#P
2 unconnected molecules or ions with the total composition C2H4O2, computed with ωB97M-V/def2-TZVPD.

SMILES: C=O.C=O
Net charge: 0
Frontier orbital gap (eV): 10.821
2S+1: 1

Each line ends with the Mulliken charge.
Element x y z (Å)
1 C -3.81711 1.78345 -10.47676  -0.026
2 O -4.17261 2.56627 -9.59435  -0.399
3 H -2.94932 2.03889 -11.13033  0.210
4 H -4.24841 0.76042 -10.59004  0.215
5 C 2.50144 2.99954 -9.53840  -0.025
6 O 2.55305 2.55987 -10.70694  -0.408
7 H 2.42857 2.27488 -8.69283  0.213
8 H 2.69309 4.06617 -9.27187  0.220


#Q
2 unconnected molecules or ions with the total composition C2H4O2, computed with ωB97M-V/def2-TZVPD.

SMILES: C=O.C=O
Net charge: 0
Frontier orbital gap (eV): 10.363
2S+1: 1

Each line ends with the Mulliken charge.
Element x y z (Å)
1 C 0.89989 -1.83267 0.42993  -0.047
2 O 1.24462 -0.74474 -0.08874  -0.412
3 H 0.83805 -1.90074 1.54213  0.229
4 H 0.56364 -2.72598 -0.14834  0.235
5 C -0.90607 1.78894 -0.45748  0.061
6 O 0.00484 2.57328 0.00162  -0.427
7 H -0.72024 0.69187 -0.54342  0.118
8 H -1.92472 2.15005 -0.73569  0.244


#R
A single C2H4O2 molecule, computed with ωB97M-V/def2-TZVPD.

SMILES: CC(=O)O
Net charge: 0
Frontier orbital gap (eV): 11.153
2S+1: 1

Each line ends with the Mulliken charge.
Element x y z (Å)
1 C 0.33734 -1.24791 0.68155  -0.731
2 C -0.03276 0.07937 0.04150  0.664
3 O -0.78033 0.92932 0.57541  -0.591
4 O 0.40331 0.36536 -1.21864  -0.460
5 H -0.44539 -1.86317 0.21402  0.219
6 H 0.21756 -1.24969 1.75088  0.288
7 H 1.40021 -1.48955 0.25355  0.265
8 H 0.01636 1.25625 -1.41085  0.345


#S
A molecular structure, C2H4O2, computed with ωB97M-V/def2-TZVPD.

Net charge: 0
Frontier orbital gap (eV): 10.508
2S+1: 1

Each line ends with the Mulliken charge.
Element x y z (Å)
1 C -0.97278 -0.22551 0.05543  -0.493
2 O 0.29726 -0.63349 0.50711  -0.496
3 C 1.67013 0.39127 -0.05861  0.102
4 O 1.54487 1.53964 -0.13376  -0.276
5 H -0.90305 0.71177 -0.51651  0.253
6 H -1.62642 -0.03872 0.91526  0.201
7 H -1.44535 -0.99011 -0.57293  0.219
8 H 1.43539 -0.75601 -0.19471  0.490


Most stable = #R


#P
2 unconnected molecules or ions with the total composition C2H4O2, computed with ωB97M-V/def2-TZVPD.

SMILES: C=O.C=O
Net charge: 0
Frontier orbital gap (eV): 10.493
2S+1: 1

Each line ends with the Mulliken charge.
Element x y z (Å)
1 C -0.72106 -0.14072 1.57501  -0.121
2 O 0.09901 -1.02703 1.49425  -0.387
3 H -0.81316 0.29695 2.54297  0.284
4 H -1.32202 0.28919 0.70844  0.220
5 C 0.75685 0.09510 -1.61856  -0.087
6 O -0.32301 -0.50518 -1.47475  -0.400
7 H 0.60029 1.24121 -1.92403  0.210
8 H 1.72310 -0.24953 -1.30332  0.281


#Q
2 unconnected molecules or ions with the total composition C2H4O2, computed with ωB97M-V/def2-TZVPD.

SMILES: C=O.C=O
Net charge: 0
Frontier orbital gap (eV): 10.671
2S+1: 1

Each line ends with the Mulliken charge.
Element x y z (Å)
1 C -0.56970 -0.88502 -1.27255  -0.011
2 O -1.64442 -1.18345 -0.83198  -0.383
3 H -0.30094 -0.44885 -2.25088  0.235
4 H 0.30714 -0.90032 -0.60151  0.160
5 C 0.56559 0.87290 1.23893  -0.198
6 O 0.77634 -0.15317 1.82257  -0.369
7 H -0.29777 1.49159 1.51850  0.248
8 H 1.16376 1.20632 0.37693  0.318


Most stable = #Q


#P
A single C2H4O2 molecule, computed with ωB97M-V/def2-TZVPD.

SMILES: CC(=O)O
Net charge: 0
Frontier orbital gap (eV): 11.430
2S+1: 1

Each line ends with the Mulliken charge.
Element x y z (Å)
1 C 0.91621 -0.15460 -0.03131  -0.705
2 C -0.56441 -0.23619 -0.05832  0.609
3 O -1.26628 -1.21051 -0.03154  -0.537
4 O -1.02069 1.03351 -0.05214  -0.431
5 H 1.26032 -0.18574 1.18454  0.219
6 H 1.31558 0.97785 -0.53475  0.254
7 H 1.32224 -1.17022 -0.61942  0.257
8 H -1.96299 0.94590 0.14294  0.333


#Q
A single C2H4O2 molecule, computed with ωB97M-V/def2-TZVPD.

Net charge: 0
Frontier orbital gap (eV): 8.123
2S+1: 1

Each line ends with the Mulliken charge.
Element x y z (Å)
1 O -1.64230 -1.47309 -0.41012  -0.538
2 C -0.69561 -0.88198 -0.93563  0.051
3 H -0.90898 0.06901 -1.47927  0.156
4 H 0.34299 -1.28314 -1.01207  0.173
5 O -0.00540 0.14129 0.33173  -0.279
6 C 0.74537 0.90827 0.95235  -0.031
7 H 1.69500 0.54648 1.41363  0.232
8 H 0.46891 1.97319 1.13936  0.236


Most stable = #P


#P
A molecular structure, C17H28FeNO2P2, computed with ωB97M-V/def2-TZVPD.

Expectation value of S²: 8.83
Net charge: +2
Frontier orbital gap (spin up / spin down) (eV): 5.811 / 6.843
2S+1: 6

Each line ends with the Mulliken charge.
Element x y z (Å)
1 Fe -0.30804 -0.34570 0.13749  -0.736
2 P 1.82572 -0.77213 0.71753  1.375
3 C 2.05294 -1.53672 -0.97486  -0.814
4 C 0.97158 -1.84643 -1.82845  0.828
5 N -0.27916 -1.52427 -1.31463  -0.077
6 C -1.42417 -1.72848 -1.99450  0.798
7 C -1.40308 -2.59669 -3.07519  -0.741
8 C -0.18569 -3.02285 -3.62034  -0.485
9 C 0.98358 -2.49849 -3.08762  -0.791
10 C -2.70137 -1.06916 -1.42318  -1.251
11 P -2.26676 0.44384 -0.47769  1.004
12 H 1.93009 -2.61664 -3.58577  0.491
13 H -2.38303 -2.86641 -3.47199  0.490
14 H -0.20777 -3.71503 -4.46781  0.462
15 H -3.49133 -0.84747 -2.16991  0.522
16 H -3.13151 -1.79061 -0.71097  0.456
17 H 3.29467 1.00470 -2.61704  0.299
18 H 3.03736 -1.52400 -1.44467  0.509
19 H 0.10842 3.31387 -1.84464  0.259
20 O 3.19002 1.87595 -2.17208  -0.585
21 H 2.70521 2.36868 -2.89420  0.319
22 H -0.89162 0.98787 0.59271  0.204
23 O 0.31254 4.14700 -1.30873  -0.600
24 H 0.57436 3.77258 -0.44494  0.342
25 C -2.60214 1.72891 -1.70574  -1.298
26 H -3.61081 1.57568 -2.12589  0.452
27 H -2.51387 2.71298 -1.22456  0.425
28 H -1.83815 1.65413 -2.49346  0.372
29 C -3.54976 0.63769 0.82018  -1.212
30 H -3.13516 1.29604 1.60827  0.375
31 H -4.45844 1.09544 0.37677  0.411
32 H -3.77541 -0.35490 1.25745  0.436
33 C 1.91992 -2.45171 1.42920  -1.425
34 H 2.95528 -2.73318 1.20365  0.467
35 H 1.71292 -2.57932 2.48879  0.309
36 H 1.25587 -3.08043 0.82379  0.486
37 C 3.31623 0.09173 1.21475  -1.361
38 H 3.25255 0.48211 2.23595  0.434
39 H 4.16973 -0.58456 1.17624  0.478
40 H 3.46547 0.92686 0.52911  0.393
41 C -0.29286 1.61908 4.23767  -0.576
42 C -0.56450 0.26537 3.99460  -0.942
43 C -0.11700 -0.39114 2.84229  0.161
44 C 0.72405 0.31709 1.94239  -0.035
45 C 0.97151 1.73201 2.17090  -0.294
46 C 0.37482 2.37789 3.25747  -0.699
47 H -0.55513 2.07812 5.20178  0.436
48 H -1.08986 -0.32947 4.74121  0.468
49 H -0.36535 -1.44690 2.62297  0.477
50 H 1.60215 2.27861 1.44943  0.499
51 H 0.43500 3.46849 3.40630  0.482


#Q
A molecular structure, C17H28FeNO2P2, computed with ωB97M-V/def2-TZVPD.

Expectation value of S²: 8.83
Net charge: +2
Frontier orbital gap (spin up / spin down) (eV): 3.771 / 6.028
2S+1: 6

Each line ends with the Mulliken charge.
Element x y z (Å)
1 Fe 0.26567 0.24001 0.04370  -0.939
2 P -1.39161 1.54626 -0.70809  0.896
3 C -1.23748 0.74317 -2.36489  -0.992
4 C 0.19900 0.60939 -2.72018  0.722
5 N 1.02055 0.25408 -1.70153  0.495
6 C 2.31421 -0.09619 -1.90880  0.691
7 C 2.87389 0.06075 -3.16697  -0.845
8 C 2.06615 0.48830 -4.21885  -0.568
9 C 0.70982 0.74620 -3.99406  -0.775
10 C 3.06558 -0.62105 -0.69919  -1.230
11 P 1.88914 -1.17747 0.57427  0.505
12 H 0.04471 1.08598 -4.78712  0.509
13 H 3.93045 -0.16200 -3.28936  0.526
14 H 2.49406 0.63739 -5.20031  0.432
15 H 3.69112 -1.48459 -0.95084  0.537
16 H 3.69588 0.15231 -0.23923  0.456
17 H -1.71489 -0.26072 -2.17147  0.024
18 H -1.79173 1.34308 -3.09216  0.567
19 H -1.74918 -2.54019 -0.45319  0.314
20 O -1.97208 -1.82938 -1.15388  -0.567
21 H -2.39739 -2.28075 -1.89671  0.281
22 H -1.01689 -2.47537 1.50489  0.258
23 O -1.27209 -3.20344 0.87510  -0.678
24 H -1.62113 -3.94170 1.40920  0.311
25 C 1.63047 -2.90274 0.09883  -1.243
26 H 2.59922 -3.41242 -0.00071  0.485
27 H 0.99773 -3.40044 0.84619  0.343
28 H 1.10597 -2.93704 -0.86758  0.366
29 C 2.63157 -1.03174 2.19357  -1.199
30 H 1.84586 -1.17592 2.94846  0.339
31 H 3.41951 -1.78143 2.32746  0.421
32 H 3.04567 -0.02266 2.31053  0.420
33 C -0.91422 3.26009 -0.92619  -1.265
34 H -1.59828 3.72326 -1.64407  0.455
35 H -0.99124 3.75629 0.04955  0.404
36 H 0.11508 3.32516 -1.29612  0.358
37 C -3.14340 1.49427 -0.35103  -1.217
38 H -3.27006 1.71067 0.71482  0.395
39 H -3.66219 2.25290 -0.94902  0.495
40 H -3.54009 0.49582 -0.57517  0.347
41 C -1.36910 0.87581 4.37442  -0.487
42 C -0.52970 1.81501 3.76162  -0.804
43 C -0.19719 1.70596 2.40165  -0.181
44 C -0.76834 0.67417 1.63930  1.069
45 C -1.63889 -0.24533 2.23661  -0.253
46 C -1.90081 -0.16536 3.61058  -0.970
47 H -1.61313 0.96718 5.43866  0.443
48 H -0.12850 2.64178 4.34183  0.449
49 H 0.48214 2.42153 1.92892  0.460
50 H -2.16643 -0.96951 1.60639  0.959
51 H -2.53743 -0.90940 4.09018  0.482


Most stable = #Q